(1)
Entry from the Open Molecules 2025 dataset: C7H9N in the gas phase in a non-equilibrium geometry (ωB97M-V/def2-TZVPD).

Output
F_max   3.95 eV/Å
Kohn-Sham gap   10.164 eV
SMILES   C1=C[C@@H]2N[C@@H]2C=CC1
Highest occupied orbital energy   -0.3336 Eh

CARTESIAN COORDINATES (ANGSTROEM)
N -1.47 0.18 1.54
C -0.50 -0.91 1.04
C 0.00 0.44 1.32
C -0.76 -1.35 -0.38
C 0.64 1.39 -0.89
C 1.14 -0.06 -1.30
C 0.00 -1.01 -1.40
C 0.12 1.52 0.28
H -0.44 2.50 0.54
H 1.75 -0.03 -2.16
H -0.26 -1.65 1.83
H -0.33 -1.35 -2.37
H 0.63 2.16 -1.58
H 1.77 -0.47 -0.51
H 0.74 0.63 2.08
H -1.46 0.13 2.51
H -1.57 -2.10 -0.55



(2)
Entry from the Open Molecules 2025 dataset: C11H17F2NO in the gas phase in a non-equilibrium geometry (ωB97M-V/def2-TZVPD).

Output
F_max   4.72 eV/Å
Kohn-Sham gap (spin up / spin down)   6.433 / 7.455 eV
Highest occupied orbital energy (spin up / spin down)   -0.2442 / -0.2730 Eh

CARTESIAN COORDINATES (ANGSTROEM)
F 0.37 3.17 0.68
F 0.08 2.29 -1.27
O -3.61 0.51 -0.41
N -1.04 -0.53 0.29
C -2.72 1.22 0.48
C 2.48 -1.59 -0.31
C 2.47 0.53 1.06
C 0.33 -0.47 0.16
C -1.86 0.10 1.21
C 3.13 -0.22 -0.02
C 1.01 -1.39 -0.78
C -1.94 -1.24 -0.65
C 0.97 0.74 0.62
C -2.91 -0.23 -1.33
C 0.98 2.28 -0.26
H 2.59 0.09 2.07
H 4.10 -0.55 0.34
H 2.53 -2.27 0.50
H -2.13 1.93 -0.03
H 2.96 1.58 1.31
H -2.20 0.43 -1.85
H 3.19 -1.91 -1.02
H -3.20 1.70 1.37
H 0.62 -2.34 -1.13
H -2.48 -0.73 1.59
H -1.37 0.40 2.05
H 1.28 -0.72 -1.69
H -2.52 -2.01 -0.14
H -1.31 -1.70 -1.41
H 3.20 0.35 -0.99
H -3.52 -0.65 -2.03
H 0.56 1.22 1.60



(3)
Entry from the Open Molecules 2025 dataset: C3H7NO in the gas phase in a non-equilibrium geometry (ωB97M-V/def2-TZVPD).

Output
F_max   1.33 eV/Å
Kohn-Sham gap   10.751 eV
SMILES   C=NCOC
Highest occupied orbital energy   -0.3563 Eh

CARTESIAN COORDINATES (ANGSTROEM)
O -0.86 -1.09 -0.54
N 1.20 0.06 -0.33
C 1.70 0.80 0.56
C -1.61 0.07 -0.77
C 0.28 -0.90 0.21
H -1.82 0.62 0.14
H -2.56 -0.19 -1.21
H 1.31 0.98 1.56
H -1.11 0.75 -1.45
H 0.16 -0.63 1.31
H 0.77 -1.88 0.24
H 2.55 1.41 0.29



(4)
Entry from the Open Molecules 2025 dataset: C26H36N4O4S in the gas phase (ωB97M-V/def2-TZVPD).

Output
F_max   0.91 eV/Å
Kohn-Sham gap   9.199 eV
SMILES   CCCN(CCC)CCCNC(=O)[C@H](NS(=O)(=O)c1ccc2c(c1)CCC(=O)N2)c1ccccc1
Highest occupied orbital energy   -0.3226 Eh

CARTESIAN COORDINATES (ANGSTROEM)
S 2.77 2.69 0.20
O 3.43 3.89 0.61
O 0.81 -0.95 7.04
O 3.36 1.87 -0.81
O -0.54 2.17 1.47
N -0.66 0.17 0.42
N -0.92 -2.04 -1.14
N 1.26 3.12 -0.36
N 1.28 -0.64 4.87
C 1.69 0.13 3.79
C -2.42 -1.46 0.76
C 0.44 1.98 -0.73
C -1.72 -2.57 -0.04
C 2.44 1.67 1.64
C 1.22 2.12 5.20
C 1.70 1.52 3.91
C -1.97 -0.51 -4.47
C 0.30 -2.79 -1.38
C -0.78 3.02 -4.15
C -0.50 2.37 -1.85
C 0.04 2.63 -3.10
C -1.74 -1.79 -2.32
C -2.69 2.89 -2.71
C -1.00 -1.01 -3.41
C 1.61 1.23 6.37
C -1.42 -0.52 1.43
C 2.06 -0.49 2.59
C 2.43 0.29 1.51
C -1.87 2.51 -1.66
C 2.08 2.28 2.82
C -2.14 3.14 -3.96
C 1.18 -0.21 6.16
C -0.31 1.46 0.51
C 1.49 -4.91 -2.03
C 0.14 -4.22 -1.91
H -3.07 -0.88 0.11
H 0.85 -2.82 -0.43
H -0.26 -1.65 -3.89
H -2.70 0.17 -4.02
H -0.48 -0.16 -2.96
H -3.75 2.99 -2.55
H -2.59 -1.19 -2.00
H -0.74 -1.10 2.08
H -1.05 -3.11 0.64
H -2.78 3.44 -4.77
H 1.13 1.22 -1.09
H 2.73 -0.15 0.57
H 2.10 3.36 2.87
H 2.70 1.22 6.47
H 0.78 3.73 0.30
H -1.93 0.22 2.05
H 1.36 -5.92 -2.42
H 1.19 1.59 7.31
H 1.98 -4.97 -1.06
H -2.48 -3.28 -0.40
H 2.14 -4.37 -2.71
H -3.04 -1.93 1.53
H 0.13 2.20 5.15
H 0.91 -2.22 -2.08
H -0.48 -0.41 -0.40
H 1.63 3.12 5.32
H 1.10 -1.63 4.71
H 1.11 2.54 -3.24
H -0.34 -4.20 -2.89
H -0.35 3.22 -5.12
H -0.51 -4.79 -1.23
H 2.06 -1.56 2.52
H -2.51 -1.34 -4.93
H -1.44 0.03 -5.25
H -2.30 2.33 -0.68
H -2.14 -2.73 -2.75



(5)
Entry from the Open Molecules 2025 dataset: a molecular structure, C16H28MnO11P2SSe2 in a non-equilibrium geometry (ωB97M-V/def2-TZVPD).

Output
F_max   2.13 eV/Å
Kohn-Sham gap (spin up / spin down)   6.900 / 7.036 eV
Multiplicity   2
Total charge   +2
Highest occupied orbital energy (spin up / spin down)   -0.5051 / -0.5051 Eh

CARTESIAN COORDINATES (ANGSTROEM)
Se -1.56 1.13 -1.44
Se 0.16 2.67 -1.49
Mn -0.55 -0.91 -0.82
S 1.57 -0.57 1.21
P 1.71 -3.20 -1.32
P 1.00 -0.93 -2.90
O 0.46 -2.72 -0.64
O -0.66 2.35 1.69
O 3.00 -2.79 -0.52
O -3.81 4.80 -1.10
O 3.30 -2.30 -3.14
O 1.74 -4.76 -1.51
O -0.51 -1.20 -2.87
O 0.08 -0.26 0.85
O 1.52 -0.19 -4.18
O 1.25 -0.17 -1.60
O -2.01 -1.74 0.31
C -1.13 4.07 -0.99
C -1.50 3.48 1.51
C 1.52 -0.77 2.98
C 2.18 -1.89 3.48
C 2.23 -2.09 4.85
C 0.88 0.13 3.81
C 1.32 -3.40 -4.10
C 1.60 -1.19 5.70
C 0.93 -0.08 5.18
C 2.35 1.05 1.14
C -3.10 -2.71 -1.66
C -2.78 2.30 -0.35
C -2.16 -1.92 -0.86
C -3.22 4.69 0.18
C -2.12 3.61 0.10
C 1.91 -2.52 -3.01
H 1.52 -2.96 -5.08
H -2.31 3.47 2.25
H -0.88 4.35 1.71
H -3.17 1.72 0.48
H -2.54 -3.52 -2.13
H -3.58 2.53 -1.05
H 3.27 0.99 1.74
H 1.67 1.79 1.54
H 1.27 0.73 -4.34
H -3.88 -3.12 -1.02
H -0.55 4.94 -0.67
H 1.36 -5.32 -0.81
H 0.24 -3.48 -3.99
H 0.37 0.99 3.41
H 0.44 0.61 5.85
H -4.45 5.52 -1.10
H 1.64 -1.34 6.76
H 3.53 -2.09 -4.05
H -1.18 1.56 1.87
H -1.69 4.34 -1.88
H 2.66 -2.58 2.79
H -3.52 -2.11 -2.46
H -3.96 4.39 0.93
H 2.74 -2.95 5.25
H 3.84 -2.95 -0.98
H 1.76 -4.40 -4.06
H -2.76 5.63 0.49
H 2.59 1.25 0.10



(6)
Entry from the Open Molecules 2025 dataset: C3H7NO in the gas phase (ωB97M-V/def2-TZVPD).

Output
F_max   0.31 eV/Å
Kohn-Sham gap   10.557 eV
SMILES   CNC(C)=O
Highest occupied orbital energy   -0.3545 Eh

CARTESIAN COORDINATES (ANGSTROEM)
O -1.00 0.53 -1.30
N 0.25 -0.57 0.24
C 0.00 -1.88 -0.32
C 0.05 1.86 0.39
C -0.29 0.56 -0.31
H -0.34 -1.75 -1.35
H 0.80 -0.49 1.08
H 0.41 2.57 -0.37
H -0.86 2.29 0.82
H -0.77 -2.42 0.25
H 0.81 1.77 1.17
H 0.92 -2.47 -0.31



(7)
Entry from the Open Molecules 2025 dataset: a gas-phase ion, C10H15N3O3P3S (charge +1) in a non-equilibrium geometry (ωB97M-V/def2-TZVPD).

Output
F_max   7.14 eV/Å
Kohn-Sham gap   6.424 eV
SMILES   C#CCc1c(CC=C)n[n+](P(=N)(O)O)c([PH2]=O)c1[PH2]=S
Total charge   +1
Highest occupied orbital energy   -0.4460 Eh

CARTESIAN COORDINATES (ANGSTROEM)
S -1.45 4.17 -1.31
P -2.13 -2.26 -0.67
P -3.42 0.75 -0.38
P -1.25 3.27 0.43
O -2.87 -1.91 -2.14
O -3.23 -2.55 0.57
O -3.97 1.59 0.76
N -1.33 -3.60 -0.90
N -0.98 -0.92 -0.27
N 0.26 -1.33 -0.15
C 0.79 1.04 0.42
C -1.58 0.34 -0.15
C 2.68 1.20 3.39
C 3.12 -1.77 -2.09
C 3.31 -0.77 -1.15
C 2.28 1.73 2.35
C 1.91 2.08 0.85
C -0.64 1.50 0.23
C 1.20 -0.40 0.19
C 2.71 -0.91 0.33
H 3.32 -0.27 1.02
H 3.18 -2.85 -1.77
H -2.45 3.36 1.20
H 2.92 -1.49 -3.18
H -1.67 -4.30 -0.22
H -0.23 3.99 1.14
H 2.68 -1.97 0.70
H -2.95 -2.00 1.35
H 3.86 0.21 -1.35
H -3.51 1.52 -1.58
H 1.58 3.15 0.80
H -4.25 -0.41 -0.49
H 2.91 0.49 4.23
H -3.58 -2.57 -2.33
H 2.80 1.88 0.18



(8)
Entry from the Open Molecules 2025 dataset: a molecular structure, C48H64BaGeN6O2S3 in a non-equilibrium geometry (ωB97M-V/def2-TZVPD).

Output
F_max   8.35 eV/Å
Kohn-Sham gap   8.576 eV
Total charge   +4
Highest occupied orbital energy   -0.6532 Eh

CARTESIAN COORDINATES (ANGSTROEM)
Ba -0.59 -0.53 -1.58
Ge 3.40 -0.28 -0.70
S -3.28 -0.98 -2.19
S -1.18 -0.56 -4.33
S 1.62 0.18 -3.23
O -0.28 0.93 0.34
O -0.31 -1.94 0.57
N -2.21 -0.19 -3.25
N 0.22 -0.46 -3.66
N -2.23 1.47 2.22
N -2.75 -0.99 -0.82
N 1.80 -0.25 -1.81
N -4.71 0.34 3.23
C -4.24 -2.70 -4.13
C 3.94 -2.41 -5.11
C 3.11 -1.86 0.41
C -2.25 0.23 3.02
C 2.71 3.99 -3.72
C 0.30 3.94 -3.84
C 3.66 -3.78 -1.18
C 3.09 -4.88 -2.07
C 0.30 2.57 -3.64
C -1.37 0.50 -5.69
C -0.45 1.50 -7.64
C 1.50 4.64 -3.90
C -0.30 0.64 -6.57
C 3.97 -0.40 -6.46
C -4.71 1.31 -2.63
C -3.62 -2.56 -2.88
C 6.33 -0.22 -0.95
C -5.89 2.02 -2.75
C -1.65 2.19 -7.81
C -7.16 -0.01 -2.39
C 4.36 -1.71 -6.24
C -3.57 -4.93 -2.58
C -4.71 1.64 2.48
C -0.60 -3.22 -4.09
C -1.56 -2.47 -6.22
C 2.74 2.62 -3.50
C -2.71 2.02 -6.93
C 3.13 -1.79 -4.18
C 3.14 0.24 -5.55
C 5.02 0.03 -1.72
C -4.50 -3.97 -4.60
C -0.91 -4.77 -5.91
C 1.53 1.92 -3.47
C 6.66 -1.69 -0.72
C 7.93 -1.86 0.10
C 2.76 -0.46 -4.40
C -1.44 -3.76 -6.71
C 2.58 -3.09 -0.34
C -2.58 1.17 -5.84
C -3.51 1.66 1.53
C -5.99 -0.74 -2.26
C -7.12 1.36 -2.64
C -4.17 -5.08 -3.82
C -3.29 -3.66 -2.10
C -1.15 -2.22 -4.91
C -3.42 0.16 3.99
C -0.49 -4.49 -4.61
C -4.78 -0.07 -2.40
H -0.80 -2.74 0.77
H -0.97 1.22 1.00
H -5.87 3.08 -2.95
H 5.01 -0.56 -2.64
H -2.29 -0.61 2.32
H 2.83 1.27 -5.71
H 4.07 -2.11 0.89
H -3.64 2.55 -7.09
H -1.75 -3.98 -7.73
H 3.68 2.10 -3.37
H -4.82 -0.43 2.57
H -5.00 -4.10 -5.55
H -4.52 -1.82 -4.71
H -8.12 -0.51 -2.30
H 1.76 -2.79 -1.00
H -0.80 -5.77 -6.31
H -3.45 -0.79 4.52
H 2.56 -5.63 -1.48
H 3.64 4.54 -3.74
H 3.07 0.95 0.17
H 7.14 0.24 -1.52
H -2.86 -3.50 -1.12
H -8.04 1.92 -2.76
H -0.64 4.46 -3.96
H -1.34 0.15 3.60
H -4.39 -6.08 -4.19
H -0.26 -3.01 -3.08
H -3.34 -5.80 -1.98
H 0.48 -1.98 1.13
H 2.80 -2.30 -3.29
H -0.08 -5.28 -3.99
H 8.15 -2.92 0.27
H -1.97 -1.69 -6.84
H -3.75 1.81 -2.70
H 4.30 0.13 -7.34
H 0.57 1.14 0.76
H 7.85 -1.38 1.07
H 4.19 -3.04 -1.78
H 2.18 -3.82 0.37
H -0.63 2.03 -3.63
H 5.83 -2.17 -0.20
H 0.62 0.09 -6.42
H -5.51 0.30 3.87
H 8.79 -1.43 -0.42
H 0.36 1.63 -8.34
H 2.37 -4.47 -2.80
H -4.65 2.44 3.21
H -3.39 1.02 -5.14
H -5.65 1.74 1.94
H -1.76 2.87 -8.65
H 4.40 -4.21 -0.51
H -6.02 -1.80 -2.07
H 6.30 0.31 0.02
H 5.01 -2.20 -6.97
H 2.45 -1.54 1.22
H -3.37 0.96 4.72
H 3.87 -5.39 -2.63
H -3.50 2.62 1.02
H -3.61 0.87 0.78
H -2.02 2.26 2.82
H 4.96 1.08 -2.01
H 4.25 -3.43 -4.95
H 1.49 5.71 -4.08
H 6.77 -2.18 -1.69